45
Properties=species:S:1:pos:R:3:mulliken_charge:R:1 method="wB97M-V/def2-TZVPD" relative_energy_kcal_mol=0.00 gap_ha=0.329 mol_weight_g_mol=250.3 homo_energy_ev=-8.8
C -2.0314 -1.3123 -1.8989 -0.86
N -0.6426 -1.7475 -2.1025 -0.55
C -2.0860 0.1302 -1.4202 -0.56
C -1.4623 0.3057 -0.0371 0.58
C -1.9635 1.5443 0.6891 -1.38
N -1.6794 2.8210 0.0182 -0.56
H -2.5766 -1.9485 -1.1930 0.41
H -2.5672 -1.4347 -2.8423 0.39
H -0.1782 -1.9134 -1.2101 0.06
H -0.6083 -2.6112 -2.6219 0.25
H -3.1331 0.4427 -1.4389 0.41
H -1.5630 0.7568 -2.1483 0.22
H -0.3727 0.3553 -0.1239 -0.06
H -1.6993 -0.5758 0.5675 0.30
H -3.0373 1.4708 0.8500 0.49
H -1.5235 1.5927 1.6880 0.29
H -2.3801 3.0019 -0.6837 0.31
H -0.7891 2.7603 -0.4754 0.31
H 1.6043 0.3832 2.6906 0.43
H 2.2725 -0.5945 3.6969 0.27
O 1.6337 -0.5763 2.9734 -0.71
H 2.6253 -1.0241 -0.7022 0.44
H 2.3774 -0.2283 -2.0187 0.42
O 3.0514 -0.3922 -1.3197 -0.84
H 0.2715 -0.4399 -2.7711 0.52
H 0.9449 0.2396 -4.0355 0.27
O 0.9378 0.2489 -3.0620 -0.79
H 0.8182 2.3189 1.9568 0.33
H 2.2096 1.9920 1.3517 0.45
O 1.6748 1.9388 2.1788 -0.81
H 0.6847 1.8620 -2.2218 0.38
H 1.5366 2.6284 -1.1849 0.44
O 0.7214 2.6900 -1.7173 -0.78
H -3.4420 -1.7099 3.3078 0.29
H -2.2093 -2.5259 2.8507 0.39
O -3.1871 -2.4676 2.7741 -0.64
H 2.3913 -2.7903 0.7784 0.31
H 1.8589 -1.4891 1.4238 0.39
O 1.8223 -2.0321 0.6012 -0.75
H -0.1807 -2.7124 1.8942 0.31
H 0.2026 -1.8653 3.1096 0.39
O -0.3648 -2.6051 2.8356 -0.74
H 3.1312 1.1010 -0.6082 0.46
H 3.8849 2.4159 -0.2383 0.27
O 3.0223 1.9959 -0.1605 -0.75

---

47
Properties=species:S:1:pos:R:3:mulliken_charge:R:1 method="wB97M-V/def2-TZVPD" relative_energy_kcal_mol=0.00 gap_ha=0.316 mol_weight_g_mol=316.4 total_charge=+1 homo_energy_ev=-11.3
N -0.9798 0.1720 -0.0147 -0.18
C -2.2467 -0.6396 0.2362 0.12
C -2.9325 -1.0109 -1.1039 -0.75
O -2.2423 -2.0974 -1.6919 -0.45
C -1.6944 -1.9199 0.8678 -0.94
S -1.2760 -1.5969 2.6053 -0.02
S 0.0026 -3.2271 2.9463 -0.08
C 1.5894 -2.5260 3.2880 -0.62
H -0.5417 0.3361 0.8892 0.38
H -1.1056 0.9736 -0.6391 0.49
H -0.3309 -0.4624 -0.4925 0.10
H -2.8543 -0.0519 0.9121 0.34
H -4.0150 -1.0752 -1.0785 0.46
H -2.6685 -0.1673 -1.7638 0.29
H -2.8574 -2.7867 -1.9413 0.31
H -0.8435 -2.3567 0.3554 0.44
H -2.4523 -2.7060 0.8207 0.49
H 2.1142 -3.2499 3.9196 0.32
H 1.5686 -1.6777 3.9776 0.30
H 2.1502 -2.2730 2.3910 0.07
H 3.1046 4.1988 -1.3982 0.31
H 4.2483 3.1451 -1.2013 0.31
O 3.4222 3.4794 -0.8519 -0.61
H -0.5604 -0.2449 -3.8974 0.33
H -0.1914 0.0257 -2.5269 0.06
O -0.4452 0.5177 -3.3130 -0.54
H -3.6479 1.9476 2.2868 0.28
H -3.1577 1.6205 3.7063 0.27
O -3.1404 1.3091 2.7965 -0.57
H -2.4718 3.0388 -2.3404 0.31
H -1.3366 3.5251 -1.4235 0.31
O -2.1875 3.0739 -1.4218 -0.62
H 1.8086 -0.1546 -2.2704 0.41
H 2.5408 0.6533 -1.1998 0.29
O 2.0412 0.7548 -2.0179 -0.64
H 0.5625 2.7959 0.7089 0.28
H 1.0041 2.1482 -0.6790 0.32
O 0.2793 2.2800 -0.0541 -0.55
H 3.8172 -1.8437 0.0778 0.31
H 3.9339 -2.8695 -0.9979 0.31
O 3.2780 -2.4727 -0.4181 -0.65
H 1.7003 3.3135 2.7233 0.30
H 1.6904 1.8793 2.8827 0.28
O 1.1836 2.5559 2.4137 -0.61
H 1.2566 -2.3774 -2.7193 0.27
H 1.8278 -2.1252 -1.4045 0.30
O 1.0553 -1.8318 -1.9439 -0.58

---

49
Properties=species:S:1:pos:R:3:mulliken_charge:R:1 method="wB97M-V/def2-TZVPD" relative_energy_kcal_mol=87.70 gap_ha=0.309 mol_weight_g_mol=316.3 total_charge=-1 homo_energy_ev=-5.8
O -0.9718 1.5276 0.5671 -0.75
C -0.6776 0.6772 -0.3418 -0.17
O -0.4797 1.2766 -1.6729 -0.28
C 0.6848 -0.0937 0.0614 0.81
C 1.8177 0.9590 -0.0031 0.33
C 3.0667 0.1844 -0.5001 -0.76
O 3.2827 -0.9574 0.3131 -0.73
N 0.6673 -0.6273 1.4565 -0.68
H -1.2825 1.4826 -2.1814 0.20
H 0.8949 -0.9596 -0.5383 -0.06
H 1.5158 1.6238 -0.8111 -0.23
H 2.1136 1.3155 1.0000 0.23
H 4.0070 0.7729 -0.3700 0.41
H 2.9389 -0.1443 -1.5290 0.30
H 2.5063 -1.1703 0.8651 0.49
H 0.4768 0.2362 2.0810 0.49
H 0.4046 2.2479 2.2878 0.22
H -0.5748 1.9216 3.4682 0.31
O 0.0633 1.5326 2.8664 -0.65
H -0.1879 -2.8366 0.3297 0.29
H -0.0182 -1.3595 1.5740 0.17
O -0.5600 -3.7273 0.3881 -0.70
H -1.9672 -0.7337 2.9938 0.33
H -0.7296 -1.4031 3.7590 0.29
O -1.5572 -1.5572 3.2993 -0.66
H 0.5890 3.0777 -1.1260 0.44
H -0.4186 3.8844 -1.8930 0.32
O 0.5075 3.9036 -1.6101 -0.75
H -2.9575 -2.7312 1.1804 0.34
H -2.0848 -1.8472 0.4865 0.33
O -2.8747 -2.4268 0.2594 -0.67
H -0.4849 3.2730 1.1940 0.46
H 0.6695 4.2669 0.6797 0.32
O 0.1647 3.9577 1.4399 -0.72
H -1.0749 -1.6719 -1.5919 0.18
H -0.7271 -2.3257 -2.8549 0.34
O -0.4022 -2.3320 -1.9432 -0.57
H -2.2152 1.0946 1.6768 0.29
H -3.6923 1.1383 1.4182 0.31
O -3.0615 0.6444 1.9552 -0.71
H 2.7259 -2.3256 -0.8922 0.40
H 1.7802 -2.6443 -2.0421 0.31
O 2.7106 -2.4570 -1.8567 -0.72
H -1.1606 -3.7222 -0.3628 0.38
H -2.6337 -0.1312 -0.4631 0.23
O -1.7036 -0.3355 -0.6125 -0.66
H 0.7449 0.9380 -3.6495 0.36
H 0.7657 -0.3626 -3.2846 0.35
O 0.7312 0.1006 -4.1514 -0.75

---

45
Properties=species:S:1:pos:R:3:mulliken_charge:R:1 method="wB97M-V/def2-TZVPD" relative_energy_kcal_mol=59.16 gap_ha=0.351 mol_weight_g_mol=254.3 homo_energy_ev=-9.6
C -1.1231 -0.6444 -3.2186 -1.15
C -1.4418 -1.5998 -2.0640 0.38
C -2.4932 -1.5390 -1.2781 -0.14
C -0.3185 -2.5832 -1.8128 -0.86
H -0.3710 0.1263 -2.9148 0.19
H -2.0634 -0.0964 -3.3171 0.31
H -0.8108 -0.9880 -4.1950 0.41
H -2.6067 -2.3566 -0.5674 0.04
H -3.3678 -0.9232 -1.1605 0.12
H -0.5380 -3.4693 -1.2380 0.34
H 0.2972 -1.8843 -1.2579 -0.08
H 0.1344 -2.9428 -2.7665 0.36
H 3.2108 -2.4121 1.0351 0.27
H 1.8139 -2.9294 0.8773 0.38
O 2.7251 -3.2450 1.0489 -0.65
H -2.8069 2.0167 0.4404 0.30
H -3.9802 1.5255 -0.4758 0.29
O -3.6555 1.5440 0.4302 -0.63
H -0.4445 3.6330 -1.1939 0.27
H 0.9618 4.0413 -0.5272 0.38
O 0.4625 3.9130 -1.3527 -0.68
H -0.2935 -0.6053 0.7352 0.30
H -0.3751 0.4127 -0.5747 0.00
O -0.6422 0.2653 0.3393 0.06
H 0.9516 3.0176 1.8654 0.29
H -0.0867 3.9753 1.6353 0.32
O 0.7756 3.7477 1.2632 -0.67
H 3.5837 -1.3580 -1.7834 0.29
H 3.3863 -0.2149 -2.6982 0.28
O 3.3729 -0.4167 -1.7544 -0.60
H 0.6881 -1.3870 2.0477 0.38
H -0.3432 -2.3509 1.6929 0.31
O 0.3997 -1.8903 1.2510 -0.77
H -1.9684 2.0950 2.4820 0.28
H -0.8740 1.4988 1.5094 0.39
O -1.2504 2.3459 1.8808 -0.67
H 3.2005 1.1627 -0.7717 0.32
H 2.0720 2.1870 -0.8359 0.24
O 2.5869 1.6588 -0.2141 -0.53
H -2.5533 -1.8810 1.9504 0.33
H -2.9817 -2.9793 1.0508 0.34
O -2.5683 -2.8465 1.9084 -0.68
H 2.0728 0.6847 1.4170 0.27
H 2.8760 -0.2720 2.0518 0.29
O 1.9898 0.0938 2.1910 -0.63

---

48
Properties=species:S:1:pos:R:3:mulliken_charge:R:1 method="wB97M-V/def2-TZVPD" relative_energy_kcal_mol=29.71 gap_ha=0.283 mol_weight_g_mol=281.3 homo_energy_ev=-8.2
C -1.1132 0.7035 1.2009 -0.02
N -1.5723 1.8672 0.4857 -0.02
C -2.8209 1.7739 -0.2357 -0.70
N -2.8042 0.9756 -1.4544 -0.66
C 0.3429 0.7987 1.6586 -0.97
N 1.2314 -0.1807 0.9553 -0.13
C 2.5492 0.3408 0.6445 -0.47
O 2.3474 1.2954 -0.4161 -0.37
H -1.4519 -0.2538 0.7657 0.21
H -1.6609 0.6671 2.1560 -0.09
H -0.8652 2.3258 -0.0961 0.30
H -3.5307 1.2816 0.4323 0.38
H -3.1475 2.7735 -0.4968 0.41
H -2.3281 1.4853 -2.1938 0.26
H -2.2547 0.1258 -1.3801 0.25
H 0.3987 0.4998 2.7015 0.30
H 0.7108 1.7901 1.4721 0.41
H 0.7950 -0.5045 0.1005 0.16
H 3.1339 -0.4754 0.2348 0.30
H 2.9489 0.8441 1.5212 0.33
H 3.0285 1.3059 -1.0916 0.22
H -0.6007 1.0105 -3.9718 0.27
H 0.8319 1.0745 -3.5590 0.43
O 0.0260 1.6345 -3.5904 -0.68
H -0.4647 -2.4285 1.4417 0.29
H 0.3840 -2.0933 2.6307 0.37
O -0.3845 -2.6244 2.3811 -0.68
H 1.2584 -4.7858 -1.9772 0.32
H -0.1065 -4.0799 -1.7166 0.29
O 0.7738 -3.9622 -2.0792 -0.64
H -3.1319 2.3963 2.5862 0.29
H -2.3807 3.3748 1.7918 0.38
O -2.9410 3.3419 2.5881 -0.67
H -3.6445 -1.7745 3.0715 0.30
H -2.2008 -1.4696 3.2773 0.33
O -3.0752 -1.0825 3.4267 -0.63
H 0.1184 2.7644 -2.1826 0.44
H 1.0938 3.0594 -1.0748 0.28
O 0.1803 3.2447 -1.3299 -0.75
H 1.8611 -1.2128 -3.0052 0.22
H 2.7441 -0.0236 -3.5929 0.27
O 1.8596 -0.3456 -3.4100 -0.63
H 3.6263 -2.7443 -1.1906 0.26
H 2.2524 -2.7730 -1.7739 0.27
O 2.8108 -2.2291 -1.1885 -0.44
H 1.0364 -4.0426 1.5266 0.31
H 1.9339 -2.8622 0.9736 0.37
O 1.9328 -3.7394 1.3733 -0.65

---

49
Properties=species:S:1:pos:R:3:mulliken_charge:R:1 method="wB97M-V/def2-TZVPD" relative_energy_kcal_mol=32.45 gap_ha=0.241 mol_weight_g_mol=317.4 total_charge=-2 homo_energy_ev=-1.6
C 0.2678 2.5474 1.0352 -1.15
C 1.3692 1.3711 0.8117 0.83
C 2.7551 1.9739 0.6606 -0.76
S 4.0765 1.1166 1.7147 -0.55
N 1.0174 0.7058 -0.4991 -0.04
C -0.2371 -0.0409 -0.5322 -0.22
O -1.4119 0.5618 -0.4438 -0.66
H -0.7162 2.0301 0.8448 0.17
H 0.4028 3.4022 0.4139 0.40
H 0.4611 2.7693 2.1061 0.31
H 1.3976 0.7807 1.7676 -0.67
H 3.2088 2.1249 -0.3444 0.26
H 2.6555 2.9235 1.2185 0.30
H 1.1846 1.4818 -1.2374 0.30
H -0.2000 -0.4043 -1.5870 -0.35
H -0.1767 -0.8081 0.2804 0.45
H -1.6609 -4.2585 -2.3223 0.46
H -2.6842 -3.1490 -2.4755 0.33
O -2.6122 -4.0484 -2.1118 -0.73
H 0.4581 -4.9963 -2.2966 0.25
H 0.3938 -3.4809 -2.4167 0.52
O -0.0867 -4.3413 -2.6614 -0.75
H -3.4259 2.4048 -1.2671 0.27
H -1.9331 1.9647 -0.6401 0.36
O -2.5241 2.5580 -1.2999 -0.71
H -2.3099 3.1402 -2.7727 0.41
H -2.5903 2.1293 -3.9987 0.29
O -2.4014 3.0527 -3.7876 -0.73
H 2.2978 -0.4053 3.2148 0.26
H 3.3324 -1.2042 3.8463 0.29
O 2.3937 -1.1082 3.8517 -0.71
H 2.2686 1.6696 3.5236 0.21
H 0.9223 2.2080 4.1157 0.34
O 1.9087 2.2702 4.2148 -0.69
H 2.2080 -2.0371 1.7541 0.30
H 2.6060 -0.9393 0.6451 0.27
O 2.2949 -1.8203 0.8429 -0.64
H -1.4955 -1.2289 3.0635 0.29
H 0.0314 -1.6234 3.4087 0.32
O -0.8223 -1.8820 3.1148 -0.65
H 0.6742 -1.7615 -1.8202 0.32
H 1.8759 -2.3653 -0.8769 0.29
O 1.1656 -2.5303 -1.4902 -0.70
H -3.6690 1.1098 0.4747 0.27
H -2.9980 0.0072 -0.2839 0.46
O -3.8630 0.3737 -0.1184 -0.80
H -2.2530 -0.5580 -2.4659 0.37
H -1.3289 -0.8301 -3.7788 0.27
O -2.2277 -0.8558 -3.3955 -0.67

---

50
Properties=species:S:1:pos:R:3:mulliken_charge:R:1 method="wB97M-V/def2-TZVPD" relative_energy_kcal_mol=0.00 gap_ha=0.317 mol_weight_g_mol=332.4 homo_energy_ev=-8.7
S -2.5898 3.1919 -0.2374 -0.18
S -3.0694 1.8128 -1.6028 -0.11
C -2.9161 0.2094 -0.6601 -1.19
C -1.5067 -0.2924 -0.5450 1.40
C -0.4067 0.6670 -0.0621 -1.08
N 0.7021 -0.1676 0.4571 0.83
C 1.6277 0.6986 1.2026 -1.40
N -1.0667 -0.8457 -1.8405 -0.52
H -1.4354 3.7015 -0.6905 0.12
H -3.4161 0.3062 0.3033 0.36
H -3.4981 -0.4011 -1.3514 0.47
H -1.5489 -1.0515 0.2493 -0.53
H 0.0157 1.3015 -0.8433 0.06
H -0.7533 1.2693 0.7734 0.82
H 1.1840 -0.6246 -0.2986 -0.37
H 1.4429 0.6030 2.2863 0.38
H 2.6728 0.4725 0.9968 0.16
H 1.5155 1.7823 1.2917 0.63
H -0.7902 -1.8273 -1.8398 0.37
H -0.3087 -0.2919 -2.2145 0.21
H 2.3615 -2.8200 0.8005 0.24
H 3.6298 -2.1991 1.5746 0.25
O 3.0838 -2.1886 0.7859 -0.49
H 0.3165 3.2448 -1.8480 0.19
H 1.0646 3.2424 -3.1533 0.32
O 1.2105 3.2961 -2.2031 -0.59
H 3.4210 3.3375 0.8383 0.33
H 3.3595 2.6909 2.0338 0.31
O 2.7580 3.2807 1.5481 -0.67
H -2.0750 -3.2356 0.1310 0.33
H -1.6910 -4.6846 -0.3181 0.29
O -1.7011 -4.0729 0.4207 -0.61
H 3.5125 1.1023 -1.1890 0.29
H 3.9810 2.0354 -2.1702 0.30
O 4.2567 1.7140 -1.2975 -0.60
H 3.9873 -0.9792 -1.0133 0.36
H 2.5319 -1.4227 -1.2288 0.16
O 3.3970 -1.4139 -1.6312 -0.69
H 0.2568 -2.8839 1.8624 0.26
H -0.6840 -3.6589 2.5812 0.36
O 0.2553 -3.4298 2.6671 -0.70
H -2.5008 -0.4959 2.9117 0.26
H -0.8452 -0.8200 2.7723 0.40
O -1.7756 -1.0991 2.7816 -0.65
H 0.6249 -3.9321 -2.3729 0.27
H -0.7672 -3.7708 -3.0914 0.28
O -0.2152 -3.4653 -2.3646 -0.61
H 1.5514 -1.0978 3.6644 0.31
H 0.1051 -1.7956 3.7681 0.37
O 0.6193 -0.9790 3.8481 -0.69

---

49
Properties=species:S:1:pos:R:3:mulliken_charge:R:1 method="wB97M-V/def2-TZVPD" relative_energy_kcal_mol=59.91 gap_ha=0.340 mol_weight_g_mol=284.3 homo_energy_ev=-9.3
N 2.4700 -0.1544 -1.4080 -0.54
C 1.1216 -0.6605 -1.1332 2.03
C 0.8820 -0.9212 0.3931 -1.83
C -0.0757 -0.0832 1.1772 0.51
O 0.6561 0.9176 1.9031 -0.55
C 0.9524 -2.0633 -1.7893 -0.51
N 0.8930 -1.9180 -3.2518 -0.56
H 2.4965 0.4807 -2.1909 0.22
H 3.1421 -0.9002 -1.5328 0.28
H 1.3930 1.2054 1.3415 0.29
H 0.3615 0.0079 -1.5159 -0.59
H 1.8928 -0.9240 0.8379 0.56
H 0.7012 -1.9988 0.5083 0.01
H -0.9248 0.3819 0.6494 -0.46
H -0.5909 -0.6916 1.9336 0.18
H 0.0710 -2.5867 -1.4245 -0.06
H 1.7920 -2.6742 -1.4380 0.62
H 0.1281 -2.4145 -3.6743 0.29
H 0.9326 -0.9384 -3.5036 0.25
H 1.3292 1.1348 -4.3449 0.29
H 0.3929 1.8215 -3.3300 0.31
O 0.6037 0.9597 -3.7369 -0.59
H -1.1695 -0.3199 -2.0187 0.24
H -2.4241 -0.0462 -2.8683 0.30
O -2.0260 0.1213 -2.0088 -0.65
H 3.1400 0.6474 0.3156 0.39
H 4.2042 1.4758 1.1058 0.27
O 3.3094 1.1359 1.1428 -0.67
H -0.0781 -2.1455 3.6280 0.35
H 1.4398 -1.8771 3.4893 0.32
O 0.7846 -2.5743 3.6076 -0.65
H -2.4019 1.7313 1.3435 0.30
H -2.8738 3.0105 2.1654 0.30
O -3.0130 2.0764 1.9969 -0.62
H -2.6018 2.2546 -2.3389 0.31
H -3.1202 2.9690 -1.1653 0.33
O -2.5765 3.1418 -1.9439 -0.67
H 0.6012 3.6726 -1.4606 0.31
H -0.7404 2.8955 -1.4614 0.32
O 0.0563 3.0838 -1.9921 -0.64
H -0.6701 -3.9326 0.9004 0.35
H -1.0156 -3.9817 -0.6726 0.30
O -1.1647 -4.3489 0.1922 -0.64
H -0.5432 1.8044 3.1686 0.36
H -0.5488 1.0328 4.4458 0.33
O -0.7980 1.8931 4.1167 -0.68
H -1.7150 0.0909 4.1195 0.31
H -2.7152 -0.9439 3.5695 0.30
O -1.9598 -0.8474 4.1529 -0.62